{"formula": "CH4NOP", "method": "the ωB97M-V functional and the def2-TZVPD basis", "species": ["C", "N", "O", "P", "H", "H", "H", "H"], "xyz": [[0.477638, 0.484165, 0.043373], [1.475969, 1.078104, -0.081529], [-1.601052, -0.765939, -0.571036], [-1.187691, 0.742254, -0.530464], [0.293052, -1.436161, 0.527595], [2.387961, 0.681412, 0.219641], [-0.820163, -1.371586, -0.102765], [-0.653386, 1.018263, -1.916865]], "forces_ev_per_angstrom": [[-1.57, -3.10, 0.36], [4.43, 0.99, 0.88], [-0.08, -2.07, 0.55], [-1.07, 1.15, -1.40], [0.24, 1.77, -0.41], [-0.77, 0.57, -0.44], [-0.82, 1.10, -0.70], [-0.36, -0.41, 1.16]], "multiplicity": 1, "e_above_lowest_kcal_mol": 99.88, "homo_lumo_gap_ev": 8.87, "homo_energy_ev": -9.37, "energy_ha": -511.7050}